Below is a 5-piece molecular cluster, C18H36ClN5O7P overall in a non-equilibrium geometry, with properties calculated with the ωB97M-V functional and the def2-TZVPD basis.

Structure (XYZ):
```
68
Properties=species:S:1:pos:R:3:forces:R:3
O 7.201 3.402 -0.112 -3.85 -1.96 0.43
P 5.888 2.640 0.046 3.22 0.29 0.24
O 5.794 1.729 1.512 -0.28 0.35 -3.78
O 5.631 1.477 -1.212 -0.57 2.24 2.10
C 4.348 3.778 0.093 -2.17 -1.92 -0.30
C 3.071 2.767 0.043 -1.50 -1.14 1.46
C 2.486 2.201 1.374 -1.09 -0.82 -4.16
C 1.288 1.197 1.282 2.03 1.84 -2.82
Cl 0.635 0.520 2.828 1.02 1.42 -2.47
C 0.767 0.848 -0.150 2.58 1.96 0.09
C 1.437 1.477 -1.424 0.24 -0.09 3.31
N 2.544 2.404 -1.278 -1.26 -1.39 3.75
H 5.828 0.776 1.225 -0.01 1.02 0.59
H 5.099 1.897 -1.923 0.71 -0.46 0.45
H 4.247 4.440 -0.832 0.62 -0.68 1.40
H 4.250 4.357 1.073 0.52 -0.71 -1.50
H 2.999 2.531 2.337 -1.00 -0.66 -1.48
H -0.082 0.100 -0.290 1.17 1.31 0.02
H 1.085 1.211 -2.489 0.40 0.35 2.01
H 3.036 2.823 -2.091 -0.93 -0.49 0.67
C -1.531 -0.384 -3.558 -0.23 -0.56 -1.09
O -0.686 0.012 -2.764 0.50 0.15 0.03
N -1.272 -0.951 -4.763 -0.17 0.51 1.05
C -2.333 -1.396 -5.649 -0.04 -0.04 -0.10
C 0.107 -1.117 -5.181 0.07 0.11 0.33
H -2.606 -0.306 -3.341 0.11 -0.06 -0.06
H -2.218 -2.467 -5.829 -0.08 0.06 -0.11
H -2.255 -0.854 -6.595 -0.07 -0.12 -0.02
H -3.318 -1.210 -5.208 0.39 -0.08 -0.10
H 0.629 -1.742 -4.451 0.11 0.04 -0.14
H 0.592 -0.138 -5.213 0.12 -0.12 -0.08
H 0.155 -1.583 -6.165 -0.11 0.07 0.14
C -2.080 -2.764 0.504 0.37 -0.14 0.20
O -2.335 -1.585 0.323 0.37 -0.05 0.08
N -0.951 -3.240 1.102 -0.70 0.08 -0.44
C -0.712 -4.658 1.282 0.15 0.15 0.07
C 0.040 -2.295 1.571 -0.45 -0.02 0.00
H -2.769 -3.560 0.183 0.05 -0.05 0.05
H -0.606 -4.869 2.349 0.02 -0.19 -0.09
H 0.208 -4.934 0.761 -0.07 -0.18 0.08
H -1.539 -5.248 0.883 0.06 0.14 0.03
H -0.421 -1.631 2.307 0.13 -0.24 -0.20
H 0.389 -1.695 0.727 0.12 -0.01 0.16
H 0.885 -2.816 2.025 -0.13 -0.02 -0.07
C -5.329 -0.215 -3.547 -0.72 0.47 0.13
O -5.090 -0.873 -4.548 -0.40 0.25 0.18
N -6.409 0.594 -3.378 0.91 -0.56 0.07
C -6.624 1.345 -2.157 -0.12 -0.01 -0.16
C -7.377 0.710 -4.452 0.13 -0.22 -0.22
H -4.659 -0.230 -2.672 -0.09 0.06 0.10
H -7.576 1.040 -1.715 0.07 0.14 0.12
H -6.656 2.411 -2.396 -0.04 -0.01 0.19
H -5.822 1.163 -1.440 -0.06 -0.04 -0.13
H -7.790 -0.279 -4.670 -0.05 0.15 -0.11
H -6.875 1.084 -5.348 -0.18 -0.05 -0.01
H -8.182 1.389 -4.172 0.15 -0.07 0.06
C 3.852 -1.125 7.387 -0.14 0.15 0.21
O 4.060 -1.579 8.494 -0.22 0.31 -0.30
N 3.046 -0.057 7.112 0.42 -0.50 -0.21
C 2.847 0.427 5.763 -0.06 0.00 0.40
C 2.367 0.613 8.205 0.14 -0.21 0.22
H 4.318 -1.558 6.487 -0.02 0.05 -0.11
H 3.177 1.468 5.707 -0.08 0.01 -0.22
H 1.783 0.367 5.517 0.06 0.10 -0.16
H 3.415 -0.168 5.045 -0.02 -0.01 0.13
H 3.111 0.990 8.911 -0.19 0.02 0.05
H 1.726 -0.105 8.723 0.02 0.18 0.08
H 1.763 1.441 7.832 0.10 -0.11 -0.05
```
Positions in Å, forces in eV/Å.

- Frontier orbital gap: 0.228 hartree
- Total charge: +1